The following is a quantum chemistry calculation of C24H27AsMoN3OS5Te as an isolated structure at a distorted geometry, from the OMol25 dataset.

```
63
Properties=species:S:1:pos:R:3:forces:R:3
Mo 0.5630 -0.4618 0.2773 -0.5 0.0 0.6
S -1.2796 1.9370 4.1369 0.0 -0.3 0.0
As -0.0515 1.4453 2.5589 -0.4 0.9 0.4
S 0.8179 -0.6709 2.5665 0.4 0.0 -0.5
S -1.2249 1.0642 0.6478 0.1 -0.2 0.0
S 1.5764 2.5980 2.0069 0.2 -0.1 -0.1
C 3.2735 -8.6536 0.8764 0.0 0.0 0.0
C 3.1583 -7.1605 0.7182 0.0 -0.1 0.0
C 4.1015 -6.4337 0.0108 0.0 0.0 0.0
C 4.0161 -5.0520 -0.1515 0.0 -0.1 -0.1
C 5.1258 -4.3898 -0.9295 0.0 0.0 0.0
C 2.9157 -4.3789 0.4029 0.0 0.0 0.3
Te 2.8625 -2.2591 0.0801 0.2 -0.7 -0.1
N 1.4908 0.3155 -1.0040 0.7 0.2 0.3
C 2.7710 0.9617 -0.9412 -0.6 0.0 0.1
O 3.7601 0.3006 -0.7257 0.2 0.0 0.0
C 2.8226 2.4312 -1.1046 -0.3 -0.1 -0.4
C 3.8150 3.1488 -0.4479 0.1 0.0 -0.1
C 3.8732 4.5212 -0.6042 0.0 0.0 0.0
C 2.9616 5.1708 -1.4323 0.1 0.0 0.0
C 1.9853 4.4494 -2.1011 0.0 -0.1 0.0
C 1.9096 3.0747 -1.9290 -0.1 0.1 0.0
C 2.8757 -2.4950 -2.0361 -0.1 0.1 0.0
C 3.8491 -1.7862 -2.7367 0.0 0.0 0.0
C 3.8742 -1.7941 -4.1224 0.0 0.0 0.0
C 2.9244 -2.5259 -4.8184 0.0 0.0 0.0
C 1.9852 -3.2640 -4.1188 0.0 0.0 0.0
C 1.9409 -3.2773 -2.7231 0.0 0.0 0.0
C 0.9343 -4.1778 -2.0592 0.0 0.0 0.0
C 1.9877 -5.0822 1.1807 0.0 0.0 0.0
C 0.8582 -4.4376 1.9358 0.0 0.0 0.0
C 2.1166 -6.4607 1.3067 0.0 0.0 0.0
H 4.1884 -9.0309 0.4215 0.0 0.0 0.0
H 2.4291 -9.1617 0.4072 0.0 0.0 0.0
H 3.2785 -8.9353 1.9304 0.0 0.0 0.0
H 4.9471 -6.9526 -0.4286 0.0 0.0 0.0
H 6.0132 -5.0209 -0.9094 0.0 0.0 0.0
H 5.3991 -3.4155 -0.5233 0.0 0.0 0.0
H 4.8444 -4.2385 -1.9727 0.0 0.0 0.0
H 4.5112 2.6253 0.1930 0.0 0.0 0.0
H 4.6256 5.0912 -0.0755 0.0 0.0 0.0
H 3.0164 6.2450 -1.5558 0.0 0.0 0.0
H 1.2838 4.9553 -2.7511 0.0 0.0 0.0
H 1.1434 2.4983 -2.4322 0.0 0.0 0.0
H 4.5902 -1.2139 -2.1971 0.0 0.0 0.0
H 4.6305 -1.2269 -4.6495 0.0 0.0 0.0
H 2.9224 -2.5326 -5.9009 0.0 0.0 0.0
H 1.2606 -3.8597 -4.6626 0.0 0.0 0.0
H 0.0973 -4.3706 -2.7322 0.0 0.0 0.0
H 0.5470 -3.7586 -1.1338 0.0 0.0 0.0
H 1.3896 -5.1380 -1.8024 0.0 0.0 0.0
H 0.9299 -3.3535 1.9468 0.0 0.0 0.0
H 0.8633 -4.7710 2.9744 0.0 0.0 0.0
H -0.1068 -4.7095 1.5082 0.0 0.0 0.0
H 1.3827 -6.9974 1.9008 0.0 0.0 0.0
N -3.0503 -3.0128 -1.3704 0.0 0.0 0.1
C -2.1999 -2.0304 -1.0481 -0.1 0.0 0.0
N -2.1952 -0.9376 -1.8038 0.0 -0.1 0.0
S -1.1874 -2.2659 0.3067 0.0 0.0 -0.7
H -3.7565 -2.8954 -2.0766 0.0 0.0 0.0
H -3.0856 -3.8341 -0.7928 0.0 0.0 0.0
H -2.8900 -0.7990 -2.5196 0.0 0.0 0.0
H -1.6921 -0.1210 -1.4903 0.0 0.1 0.1
```
Positions in Å, forces in eV/Å.

Results
orbital gap (alpha / beta) = 5.56 / 5.85 eV
spin multiplicity = 2
energy relative to the best compared isomer or geometry (same formula, charge and spin) = 105.7 kJ/mol
HOMO energy (alpha / beta) = -7.315 / -7.319 eV
strongest force on any atom = 0.0216 hartree/bohr

The following is a quantum chemistry calculation of C24H27BN7O2Os as an isolated structure at a distorted geometry, from the OMol25 dataset.

```
62
Properties=species:S:1:pos:R:3:forces:R:3
Os -0.3355 0.0831 -0.1472 -0.6 -0.1 0.9
C -3.6443 -2.6739 -0.1891 0.0 0.1 0.0
C -2.5654 -2.0851 -0.8416 -0.1 0.0 -0.1
N -2.1692 -1.0043 -0.1655 0.9 0.4 0.0
N -2.9702 -0.8774 0.9047 -0.3 -0.2 0.1
C -3.8678 -1.8707 0.9150 0.0 -0.2 -0.1
B -2.8132 0.3306 1.8315 -0.2 -0.2 -0.1
N -1.5064 0.1552 2.6020 0.1 -0.1 0.5
C -1.2825 0.1181 3.9154 0.2 0.0 0.0
C 0.0663 -0.1396 4.1273 0.0 0.0 -0.1
C 0.6100 -0.2532 2.8573 0.2 0.0 0.1
N -0.3549 -0.0751 1.9440 -0.3 0.5 -1.6
N -2.6662 1.5591 0.9319 -0.4 0.4 0.0
C -3.5283 2.5636 0.7596 0.1 0.1 -0.2
C -3.0351 3.4093 -0.2227 0.0 -0.1 0.0
C -1.8354 2.8355 -0.6115 0.1 0.2 -0.1
N -1.6190 1.7206 0.0991 0.9 -1.1 0.0
H -4.1920 -3.5471 -0.4944 0.0 0.0 0.0
H -2.0948 -2.3620 -1.7705 0.1 0.0 0.1
H -4.6046 -1.9509 1.6964 0.0 0.1 0.0
H -3.7402 0.4436 2.5675 0.0 0.0 0.0
H -2.0780 0.2719 4.6249 -0.1 0.0 -0.1
H 0.5766 -0.2341 5.0688 0.0 0.0 0.0
H 1.6239 -0.4693 2.5615 0.0 0.1 -0.1
H -4.4389 2.6233 1.3314 0.0 0.0 0.1
H -3.4894 4.3056 -0.6047 0.0 0.0 0.0
H -1.1268 3.1824 -1.3455 0.0 -0.1 0.0
C 5.1183 -5.2349 -1.0026 0.0 0.0 0.0
C 4.1315 -4.1774 -1.3726 -0.2 0.1 0.1
C 4.3223 -3.3366 -2.4668 0.1 0.0 0.0
C 3.4074 -2.3642 -2.8078 -0.1 0.1 -0.1
C 3.6811 -1.5078 -4.0174 0.0 0.0 0.0
C 2.2319 -2.2112 -2.0116 -0.1 -0.1 0.2
C 1.3150 -1.2113 -2.3948 0.3 0.0 -0.3
O 0.1946 -0.9214 -1.8807 -0.2 0.4 0.8
C 2.0267 -3.0693 -0.8868 0.0 0.0 0.0
C 0.8095 -2.9873 -0.0150 0.1 0.0 -0.2
C 2.9723 -4.0228 -0.6008 0.1 0.0 0.0
H 5.9836 -5.2415 -1.6602 0.0 0.0 0.0
H 4.6402 -6.2157 -1.0425 0.0 0.0 0.0
H 5.4526 -5.0931 0.0265 0.0 0.0 0.0
H 5.2166 -3.4534 -3.0658 0.0 0.0 0.0
H 4.6312 -1.7843 -4.4667 0.0 0.0 0.0
H 3.7337 -0.4486 -3.7604 0.0 0.0 0.0
H 2.9104 -1.6352 -4.7790 0.0 0.0 0.0
H 1.5964 -0.6315 -3.2764 -0.2 0.0 0.0
H -0.1009 -3.1566 -0.5878 0.0 0.0 0.1
H 0.7331 -1.9948 0.4565 0.0 -0.1 0.1
H 0.8605 -3.7255 0.7820 0.0 0.0 0.0
H 2.8226 -4.6830 0.2451 0.0 0.0 0.0
O 1.6966 0.7118 -0.1132 -0.4 -0.2 0.1
N 2.1719 1.9578 -0.2424 -0.3 0.4 -0.1
C 2.4569 2.6680 0.8584 0.0 0.0 0.2
C 2.9865 3.9353 0.7516 0.0 0.1 0.0
C 3.2232 4.4762 -0.5031 0.0 -0.1 0.0
C 2.9034 3.7256 -1.6271 0.0 0.1 0.1
C 2.3768 2.4645 -1.4689 0.0 0.0 -0.1
H 2.2436 2.1846 1.7999 0.0 -0.1 0.0
H 3.2098 4.4886 1.6521 0.0 0.0 0.0
H 3.6492 5.4643 -0.6057 0.0 0.0 0.0
H 3.0620 4.1108 -2.6238 0.0 0.0 0.0
H 2.1002 1.8227 -2.2915 0.0 0.0 0.0
```
Positions in Å, forces in eV/Å.

Results
orbital gap (alpha / beta) = 7.86 / 7.07 eV
spin multiplicity = 2
charge = +2
energy relative to the best compared isomer or geometry (same formula, charge and spin) = 60.7 kJ/mol
HOMO energy (alpha / beta) = -14.391 / -14.208 eV
strongest force on any atom = 0.0335 hartree/bohr

The following is a quantum chemistry calculation of C24H27BrI2O7Si2 as an isolated structure, from the OMol25 dataset.

```
63
Properties=species:S:1:pos:R:3:forces:R:3
C -0.2892 -4.1486 0.1836 0.1 0.0 0.0
C -0.3855 -4.0947 -1.3297 0.1 0.0 0.0
Br 0.1937 -5.8491 -2.0259 0.0 0.0 0.0
C 0.4803 -2.9960 -1.9249 -0.1 -0.2 0.0
Si -0.1760 -1.2280 -1.8972 0.0 0.1 -0.1
O 1.0952 -0.2472 -1.5385 0.0 -0.1 0.1
Si 1.9820 -0.1633 -0.1432 0.0 0.1 0.1
C -1.6495 -0.8590 -0.7595 -0.2 -0.1 -0.1
I -1.8782 1.2668 -0.9156 0.3 0.3 0.1
C -2.8819 -1.7188 -1.1413 -0.1 -0.1 0.2
C -3.2165 -2.7519 -0.0438 0.0 0.0 0.1
I -4.6960 -0.6574 -1.6369 -0.2 -0.1 -0.2
H 0.7316 -4.3978 0.4772 0.0 0.0 0.0
H -0.9559 -4.9000 0.6049 0.0 0.0 0.0
H -0.5327 -3.1729 0.6173 0.0 -0.1 0.0
H -1.4172 -4.0377 -1.6722 0.1 0.0 0.0
H 1.4620 -3.0446 -1.4429 0.0 0.1 0.0
H 0.6524 -3.1900 -2.9880 0.0 0.0 0.0
H -0.6640 -0.8930 -3.2490 0.0 0.0 0.0
H 3.0480 0.8342 -0.3556 0.0 -0.1 0.0
H 1.1027 0.2843 0.9645 0.1 0.0 0.0
H 2.5188 -1.4948 0.1738 0.0 0.0 0.0
H -1.4617 -0.9923 0.3048 0.1 0.0 -0.1
H -2.6931 -2.2283 -2.0863 0.0 0.0 0.0
H -2.9913 -3.7669 -0.3761 -0.1 0.1 0.0
H -4.2609 -2.7285 0.2552 0.0 0.0 -0.1
H -2.6287 -2.5612 0.8564 -0.1 0.0 -0.1
C 3.2042 5.2879 -3.3239 0.0 0.0 0.0
C 2.2696 5.4895 -2.4000 0.0 0.0 0.0
C 1.4344 4.3688 -1.8925 0.0 0.0 -0.1
O 0.5828 4.5537 -1.0508 0.0 0.0 0.0
C 1.6822 3.0175 -2.4551 0.0 0.0 0.0
C 2.6179 2.8177 -3.3790 0.0 0.0 0.0
C 3.4544 3.9343 -3.8867 0.0 0.0 0.0
O 4.3108 3.7532 -4.7245 0.0 0.0 0.0
H 3.8268 6.0839 -3.7124 0.0 0.0 0.0
H 2.0670 6.4635 -1.9730 0.0 0.0 0.0
H 1.0655 2.2143 -2.0727 -0.1 0.0 0.0
H 2.8175 1.8408 -3.8022 0.0 0.0 0.0
C 6.2263 0.0888 1.1917 0.0 0.0 0.0
C 7.3453 0.6888 1.5860 0.0 0.0 0.0
C 8.1498 0.1561 2.7175 0.0 0.0 0.0
O 9.1677 0.7036 3.0772 0.0 0.0 0.0
C 7.6556 -1.0745 3.3898 0.0 0.0 0.0
C 6.5365 -1.6739 2.9949 0.0 0.0 0.0
C 5.7339 -1.1395 1.8654 0.0 0.0 0.0
O 4.7135 -1.6884 1.5060 0.0 0.0 0.0
H 5.6232 0.4566 0.3708 0.0 0.0 0.0
H 7.7281 1.5844 1.1133 0.0 0.0 0.0
H 8.2604 -1.4416 4.2092 0.0 0.0 0.0
H 6.1532 -2.5701 3.4659 0.0 0.0 0.0
C -6.8921 0.6238 1.4513 0.0 0.0 0.0
C -7.1975 1.8861 1.1661 0.0 0.0 0.0
C -8.0915 2.6813 2.0466 0.0 0.0 0.0
O -8.3742 3.8305 1.7882 0.0 0.0 0.0
C -8.6292 2.0114 3.2607 0.0 0.0 0.0
C -8.3224 0.7499 3.5473 0.0 0.0 0.0
C -7.4275 -0.0438 2.6650 0.0 0.0 0.0
O -7.1437 -1.1925 2.9281 0.0 0.0 0.0
H -6.2440 0.0260 0.8221 0.0 0.0 0.0
H -6.8164 2.3959 0.2899 0.0 0.0 0.0
H -9.2773 2.6138 3.8846 0.0 0.0 0.0
H -8.6994 0.2390 4.4242 0.0 0.0 0.0
```
Positions in Å, forces in eV/Å.

Results
orbital gap = 7.31 eV
HOMO energy = -9.022 eV
strongest force on any atom = 0.0085 hartree/bohr